Molecular formula: C35H81N3O7
Method: DFT, ωB97M-V/def2-TZVPD

Bonds (Å) are listed after each position.
CARTESIAN COORDINATES (ANGSTROEM)
1 C 8.94816 -15.76811 -13.59121  C2 1.551, H12 1.090, H13 1.087, H14 1.095
2 C 8.95971 -14.36503 -12.93030  C1 1.551, C3 1.562, C4 1.539, N10 1.466
3 C 9.51566 -14.33016 -11.47147  C2 1.562, H15 1.091, H16 1.091, H17 1.087
4 C 9.82299 -13.50090 -13.86721  C2 1.539, C5 1.491, H18 1.096, H19 1.095
5 C 9.73567 -12.04129 -13.57605  C4 1.491, C6 1.531, H20 1.092, H21 1.094
6 C 8.27099 -11.61073 -13.68703  C5 1.531, C7 1.543, H22 1.093, H23 1.095
7 C 7.22265 -12.43195 -12.90711  C6 1.543, C8 1.536, C9 1.536, N10 1.464
8 C 7.06727 -11.89749 -11.47525  C7 1.536, H24 1.096, H25 1.092, H26 1.088
9 C 5.87100 -12.22246 -13.60663  C7 1.536, H27 1.095, H28 1.097, H29 1.087
10 N 7.58786 -13.84922 -12.94691  C2 1.466, C7 1.464, O11 1.387
11 O 6.63215 -14.66086 -12.35448  N10 1.387, H30 0.967
12 H 8.53039 -15.71774 -14.59659  C1 1.090
13 H 9.90551 -16.28199 -13.60824  C1 1.087
14 H 8.20732 -16.32616 -13.00903  C1 1.095
15 H 9.66235 -15.31797 -11.03337  C3 1.091
16 H 10.45880 -13.78305 -11.42283  C3 1.091
17 H 8.79879 -13.78808 -10.85977  C3 1.087
18 H 10.81097 -13.96975 -13.80023  C4 1.096
19 H 9.56411 -13.64456 -14.92192  C4 1.095
20 H 10.20660 -11.80175 -12.62032  C5 1.092
21 H 10.28497 -11.54240 -14.37978  C5 1.094
22 H 7.97575 -11.52402 -14.73588  C6 1.093
23 H 8.17439 -10.57517 -13.34385  C6 1.095
24 H 8.02498 -11.53269 -11.08539  C8 1.096
25 H 6.80935 -12.72456 -10.80974  C8 1.092
26 H 6.34892 -11.08805 -11.36033  C8 1.088
27 H 5.04745 -12.65908 -13.03170  C9 1.095
28 H 5.83060 -12.87949 -14.48364  C9 1.097
29 H 5.62812 -11.19142 -13.84890  C9 1.087
30 H 6.28596 -15.31816 -12.97421  O11 0.967
31 C 11.04229 -17.95603 -7.82843  C32 1.512, H42 1.093, H43 1.097, H44 1.094
32 C 11.90340 -18.60977 -8.88603  C31 1.512, C33 1.532, C34 1.525, N40 1.481
33 C 11.10907 -18.59382 -10.19535  C32 1.532, H45 1.089, H46 1.088, H47 1.091
34 C 13.16333 -17.76354 -9.03374  C32 1.525, C35 1.506, H48 1.100, H49 1.101
35 C 14.36983 -18.38279 -9.68966  C34 1.506, C36 1.523, H50 1.100, H51 1.091
36 C 14.69416 -19.71098 -9.01881  C35 1.523, C37 1.560, H52 1.093, H53 1.090
37 C 13.47185 -20.67974 -9.01376  C36 1.560, C38 1.555, C39 1.540, N40 1.455
38 C 13.32372 -21.20839 -10.46856  C37 1.555, H54 1.090, H55 1.083, H56 1.094
39 C 13.83035 -21.83252 -8.05843  C37 1.540, H57 1.090, H58 1.085, H59 1.096
40 N 12.32610 -19.96703 -8.46905  C32 1.481, C37 1.455, O41 1.427
41 O 11.16444 -20.75287 -8.20612  N40 1.427, H60 0.964
42 H 9.99905 -18.27411 -7.75916  C31 1.093
43 H 11.40174 -18.04538 -6.79590  C31 1.097
44 H 11.00940 -16.87077 -7.96426  C31 1.094
45 H 11.65890 -19.11307 -10.97915  C33 1.089
46 H 10.13954 -19.08082 -10.10885  C33 1.088
47 H 10.98310 -17.54834 -10.47945  C33 1.091
48 H 12.90533 -16.83638 -9.56712  C34 1.100
49 H 13.46802 -17.25469 -8.10650  C34 1.101
50 H 14.09699 -18.53327 -10.74434  C35 1.100
51 H 15.16011 -17.63266 -9.74757  C35 1.091
52 H 15.04153 -19.42462 -8.02235  C36 1.093
53 H 15.46997 -20.25071 -9.56141  C36 1.090
54 H 14.26691 -21.65458 -10.78351  C38 1.090
55 H 12.97487 -20.43106 -11.13757  C38 1.083
56 H 12.60791 -22.03527 -10.45465  C38 1.094
57 H 13.64326 -21.41456 -7.06940  C39 1.090
58 H 14.78526 -22.33165 -8.18228  C39 1.085
59 H 13.05467 -22.57681 -8.27198  C39 1.096
60 H 11.17462 -20.71654 -7.24240  O41 0.964
61 C 6.61644 -25.79714 -9.17427  C62 1.557, H72 1.092, H73 1.092, H74 1.093
62 C 6.26499 -24.43145 -9.83532  C61 1.557, C63 1.539, C64 1.528, N70 1.459
63 C 4.88393 -24.61400 -10.48863  C62 1.539, H75 1.092, H76 1.092, H77 1.094
64 C 6.08330 -23.38002 -8.74128  C62 1.528, C65 1.504, H78 1.092, H79 1.097
65 C 7.38136 -22.90799 -8.14535  C64 1.504, C66 1.547, H80 1.095, H81 1.091
66 C 8.24653 -22.25273 -9.24787  C65 1.547, C67 1.532, H82 1.091, H83 1.091
67 C 8.56839 -23.31894 -10.29998  C66 1.532, C68 1.535, C69 1.555, N70 1.474
68 C 9.17487 -22.62922 -11.53030  C67 1.535, H84 1.089, H85 1.088, H86 1.094
69 C 9.59907 -24.33850 -9.73800  C67 1.555, H87 1.093, H88 1.090, H89 1.090
70 N 7.31482 -23.96252 -10.73337  C62 1.459, C67 1.474, O71 1.418
71 O 7.47936 -24.79206 -11.87177  N70 1.418, H90 0.973
72 H 6.55673 -25.76058 -8.08434  C61 1.092
73 H 6.01057 -26.66836 -9.43099  C61 1.092
74 H 7.64782 -26.08016 -9.40055  C61 1.093
75 H 4.60272 -23.82459 -11.18821  C63 1.092
76 H 4.80596 -25.58636 -10.97862  C63 1.092
77 H 4.05782 -24.64409 -9.77207  C63 1.094
78 H 5.36535 -22.60939 -9.03001  C64 1.092
79 H 5.52561 -23.88236 -7.94103  C64 1.097
80 H 7.37872 -22.17022 -7.33608  C65 1.095
81 H 7.99489 -23.68908 -7.69384  C65 1.091
82 H 9.16721 -21.94960 -8.74684  C66 1.091
83 H 7.80251 -21.38209 -9.73241  C66 1.091
84 H 8.48333 -21.92215 -11.98661  C68 1.089
85 H 9.51475 -23.41322 -12.20310  C68 1.088
86 H 10.00738 -22.00269 -11.19525  C68 1.094
87 H 10.45984 -23.76159 -9.39022  C69 1.093
88 H 9.74673 -25.08869 -10.51463  C69 1.090
89 H 9.30502 -24.85943 -8.82655  C69 1.090
90 H 7.63661 -25.66668 -11.47480  O71 0.973
91 C 7.33670 -18.47141 -10.23223  C92 1.533, H94 1.090, H95 1.092, H96 1.092
92 C 6.16298 -17.48652 -10.26789  C91 1.533, O93 1.408, H97 1.095, H98 1.095
93 O 4.96083 -18.21696 -10.33227  C92 1.408, H99 0.973
94 H 7.49094 -19.12733 -11.08943  C91 1.090
95 H 7.23600 -19.10600 -9.34928  C91 1.092
96 H 8.24360 -17.87265 -10.12420  C91 1.092
97 H 6.24569 -16.85667 -11.15992  C92 1.095
98 H 6.29459 -16.81914 -9.40944  C92 1.095
99 H 4.20782 -17.60236 -10.38044  O93 0.973
100 C 5.71778 -20.78263 -13.33676  C101 1.540, H103 1.090, H104 1.088, H105 1.095
101 C 4.77998 -21.11755 -12.16241  C100 1.540, O102 1.417, H106 1.095, H107 1.090
102 O 3.83841 -20.07214 -11.99258  C101 1.417, H108 0.979
103 H 6.25707 -19.86854 -13.09027  C100 1.090
104 H 5.11207 -20.64415 -14.23015  C100 1.088
105 H 6.37511 -21.65516 -13.41290  C100 1.095
106 H 5.39903 -21.19180 -11.26165  C101 1.095
107 H 4.30047 -22.06459 -12.41081  C101 1.090
108 H 4.22274 -19.37777 -11.41959  O102 0.979
109 C 5.44955 -16.98613 -15.17337  C110 1.528, H112 1.088, H113 1.090, H114 1.094
110 C 4.20660 -17.05104 -14.28730  C109 1.528, O111 1.418, H115 1.101, H116 1.095
111 O 4.25711 -16.12767 -13.21186  C110 1.418, H117 0.959
112 H 5.32366 -17.55936 -16.08985  C109 1.088
113 H 6.32836 -17.34316 -14.63673  C109 1.090
114 H 5.60421 -15.94183 -15.46114  C109 1.094
115 H 4.17710 -18.04780 -13.82179  C110 1.101
116 H 3.28741 -17.13639 -14.87558  C110 1.095
117 H 3.40454 -15.69982 -13.11491  O111 0.959
118 C 3.49200 -15.71020 -7.99300  C119 1.563, H121 1.089, H122 1.088, H123 1.086
119 C 2.68258 -15.30090 -9.26639  C118 1.563, O120 1.438, H124 1.092, H125 1.086
120 O 2.69656 -16.39100 -10.20385  C119 1.438, H126 0.962
121 H 2.75713 -16.00984 -7.24767  C118 1.089
122 H 3.99128 -14.84795 -7.55644  C118 1.088
123 H 4.19782 -16.44788 -8.36463  C118 1.086
124 H 3.29082 -14.47382 -9.63850  C119 1.092
125 H 1.65020 -15.05392 -9.03580  C119 1.086
126 H 2.15353 -16.06503 -10.92778  O120 0.962

Frontier orbital gap: 8.1 eV
Total charge: 0
Energy above the lowest of the compared OMol25 structures with the same formula, charge and spin: 19.5 kcal/mol
HOMO: -7.751 eV
SMILES string: CC1(C)CCCC(C)(C)N1O.CC1(C)CCCC(C)(C)N1O.CC1(C)CCCC(C)(C)N1O.CCO.CCO.CCO.CCO
LUMO: 0.4 eV